Entry 1:
84
Properties=species:S:1:pos:R:3 method="wB97M-V/def2-TZVPD" e_homo_ev=-17.93 charge=+4 relative_energy_kcal_mol=0.0
Pt -0.10038 0.02132 0.01728
As -2.52478 0.06806 -0.09441
S -0.17482 2.26808 0.58382
S -0.13702 -0.32184 2.33479
N 1.65737 -1.68114 0.75115
N -0.13224 0.55170 -2.02579
N 0.04441 2.01168 -3.82008
N -0.56710 -1.69700 -2.41988
N -0.08279 -1.75354 -1.14692
N 0.29507 1.36722 4.33274
N -0.79001 3.49325 2.86834
C -1.15700 -0.89204 -6.55152
C 4.47903 0.90258 5.67332
C 3.34474 1.50085 7.71241
C -0.68015 -0.22097 -4.29788
C -1.09717 -1.19849 -5.20912
C 0.76234 8.19875 3.69743
C 0.25994 2.73047 4.92046
C -0.38141 2.42215 2.28349
C -0.81303 0.38623 -7.00477
C 2.96356 -3.97763 1.60540
C -1.22923 4.74247 2.16408
C 4.51464 1.38708 6.97626
C 0.83633 6.12316 2.49056
C -1.24444 6.90303 3.43130
C 2.09137 0.64089 5.84744
C -0.04933 1.22085 3.09666
C 0.78405 0.25827 5.21631
C -3.37597 -0.09196 1.61529
C 1.19264 -2.90574 0.42208
C 3.27036 0.52185 5.11444
C -0.48157 -0.49896 -2.88978
C 2.13214 1.12756 7.15002
C 0.12783 1.74841 -2.54396
C -3.22966 1.68506 -0.87217
C -0.59751 8.03465 3.91230
C -3.29181 -1.36584 -1.11582
C -0.41869 1.37046 -6.11768
C -0.90806 3.48159 4.34565
C -0.36097 1.05356 -4.77060
C 1.79074 -4.07200 0.85642
C 3.46515 -2.72540 1.90281
C 1.47713 7.25312 2.96898
C 2.76200 -1.59789 1.48092
C 0.17102 -2.89988 -0.62142
C -0.52761 5.94878 2.71961
H -3.17318 0.77477 2.24045
H -2.96727 -1.35176 -2.14979
H -2.30926 4.81868 2.30676
H -1.35216 -2.18716 -4.85337
H -3.06749 -0.99998 2.12868
H 3.47909 -4.87398 1.92448
H -4.36825 -1.18876 -1.05255
H 0.01278 0.07381 5.96601
H 3.10092 -0.60231 1.74078
H -0.16899 2.36528 -6.46667
H -3.88909 2.14419 -0.13712
H 1.26931 9.06672 4.09728
H 1.20591 3.22816 4.69592
H 3.37509 1.87887 8.72524
H -0.19099 -3.81653 -1.07951
H 1.39774 5.38968 1.91699
H -2.30919 6.78077 3.60018
H 1.36796 -5.03393 0.59473
H 0.88247 -0.63380 4.60052
H 0.42523 2.55881 -1.89003
H -3.05647 -2.32717 -0.66370
H 5.46113 1.65814 7.42460
H -0.90790 4.51192 4.69608
H -1.15841 8.78689 4.45023
H 0.17641 2.64161 6.00042
H 0.28525 2.94210 -4.14426
H 1.22508 1.19390 7.74245
H 4.39060 -2.60964 2.45059
H -1.45656 -1.64803 -7.26456
H 2.52717 7.41051 2.76206
H -4.44384 -0.14349 1.39140
H -2.44854 2.38891 -1.14096
H -1.86411 3.02218 4.61054
H 3.24594 0.10152 4.11246
H -0.85110 0.60713 -8.06333
H -1.02216 4.61864 1.10303
H 5.39541 0.81044 5.10551
H -3.79625 1.41323 -1.76186



Entry 2:
84
Properties=species:S:1:pos:R:3 method="wB97M-V/def2-TZVPD" e_homo_ev="-7.58 / -7.57" multiplicity=2 charge=+1
Co -2.62176 -0.17927 -2.03069
F 1.70344 1.22012 2.81099
O -1.59578 -0.62779 -3.55482
O -0.12399 -0.32648 -5.20478
O -0.95334 0.99415 -1.35350
N 4.43335 0.50246 2.10156
N -4.09596 -0.09697 -0.94179
N 6.41322 -0.48372 3.28036
N -2.10586 -1.55544 -0.83857
N -3.61490 1.15651 -3.06865
N 2.89401 0.26321 -2.47369
C -0.46784 -0.27260 -4.03113
C 4.13295 0.37141 3.52723
C -5.71818 2.29985 -3.16476
C 1.29404 0.73953 -0.74759
C -4.19166 -0.92691 0.10544
C 1.85964 0.07399 -3.33709
C 4.25675 0.20017 -2.99739
C 2.03851 0.95818 1.52643
C -5.31675 2.97580 -4.29886
C 4.81320 -1.22049 -3.03006
C -0.81480 -3.39855 -0.02341
C -1.85747 -3.74298 0.89203
C -2.91706 -2.92707 1.05074
C -2.40987 1.28733 3.07761
C 0.55191 0.19521 -3.00416
C 5.45061 0.08902 4.26938
C -1.06705 -2.38202 -0.91678
C -5.16588 0.58936 -1.39212
C -2.41883 -1.09222 3.87581
C -6.51151 -0.41376 0.30577
C -6.39828 0.44517 -0.76927
C 3.61782 0.40653 -0.16445
C -2.86281 -1.55721 0.43782
C -4.85490 1.38599 -2.57251
C -2.78720 -0.15394 2.72683
C 2.62175 0.47725 -1.13810
C -5.39513 -1.11266 0.75680
C 1.03750 1.00487 0.59443
C -3.23781 1.81679 -4.16007
C -4.05091 2.72443 -4.81144
C 6.84212 0.56718 2.30275
C -2.11044 -0.56314 1.40683
C 3.35216 0.64240 1.18177
C 0.19106 0.66822 -1.69839
C 5.59053 1.36727 1.90000
H -0.44174 -2.27587 -1.79900
H 3.43854 -0.45831 3.65379
H 0.03030 1.25045 0.89966
H -2.91205 1.60813 3.99283
H 0.04499 -4.03927 -0.15900
H 4.88778 0.85621 -2.39863
H 4.62113 0.11056 -0.43981
H 5.51173 2.28761 2.49328
H -1.15102 -1.04296 1.61813
H -3.70018 3.22240 -5.70327
H -2.69825 1.97057 2.27603
H -2.25106 1.59186 -4.54256
H 5.66347 1.65825 0.85758
H 4.19967 -1.84910 -3.67496
H -7.26175 0.96997 -1.15426
H -5.97527 3.68333 -4.78383
H 5.90565 -1.19755 2.75154
H 5.89457 0.99763 4.67087
H -7.46787 -0.56284 0.78854
H -1.33279 -1.14755 3.98631
H 7.59095 1.20129 2.77315
H -2.83884 -0.73875 4.82113
H -3.87283 -0.17567 2.60294
H 3.67592 1.26173 3.96389
H 4.23522 0.60633 -4.00731
H -2.78996 -2.10129 3.69943
H -6.69010 2.47291 -2.72366
H -1.91722 0.32695 0.80401
H -5.47535 -1.79733 1.58777
H 7.29098 0.06336 1.44910
H -3.77222 -3.20249 1.65589
H 7.21711 -0.91337 3.73380
H 4.82280 -1.66420 -2.03348
H 5.30195 -0.61303 5.08587
H -1.33041 1.37750 3.23189
H 2.11269 -0.20529 -4.35288
H -1.82460 -4.70358 1.39293
H 5.82946 -1.21774 -3.42421



Entry 3:
88
Properties=species:S:1:pos:R:3 method="wB97M-V/def2-TZVPD" e_homo_ev="-13.78 / -13.81" multiplicity=2 charge=+2 relative_energy_kcal_mol=27.7
Re 1.47828 -0.67724 1.18550
Te -1.31814 0.49638 -1.47802
Sb 1.33160 -2.21588 -2.27790
S 1.91104 -2.92968 0.12192
S 3.21524 -2.08411 -3.37404
S 1.03835 0.12341 -1.00837
S -0.79549 -2.72874 -2.58329
F 3.67580 3.70156 0.07735
F 2.92421 1.18379 0.91232
F -0.73476 3.02251 3.18991
F 0.01754 5.48376 2.43953
O -1.58815 -1.66606 1.04636
N 0.78715 0.72392 2.29560
N 0.54972 -2.30599 0.94651
N 2.09480 -1.27322 3.24940
C -2.36133 0.35239 -4.20386
C -1.39255 0.95394 -7.82970
C -2.12251 5.04669 -0.01362
C -2.20405 2.66079 0.40513
C 2.46315 -2.71148 3.45961
C 3.19527 -0.37455 3.74711
C -0.89904 -6.38068 0.79167
C 3.55362 -0.52919 5.21613
C 0.73996 4.45050 2.03011
C 2.58930 3.56152 0.82256
C -2.19610 -6.59374 0.34611
C -1.54993 2.47858 -0.82047
C -0.43063 -5.08873 0.96200
C -2.58064 -4.22678 0.26972
C -1.33945 0.90644 -6.33171
C -2.40631 0.41840 -5.58738
C -0.85256 -2.61242 0.87953
C 2.18878 2.30798 1.22075
C 3.85223 -3.08298 2.97299
C 1.06571 2.07191 1.99809
C -2.48064 3.97060 0.78552
C 0.34537 3.17867 2.42391
C -3.56145 -0.17194 -3.45713
C -1.19606 0.79656 -3.55817
C -0.21531 1.35991 -5.65142
C -2.63929 1.51251 1.27684
C -1.20740 3.54836 -1.64248
C 1.17660 1.84096 -3.66655
C 0.35094 0.41028 3.66532
C -1.48512 4.84078 -1.22917
C -0.10493 1.32163 -4.26653
C -1.26921 -4.00700 0.69501
C 0.81533 -1.00825 3.96467
C -3.03804 -5.51728 0.08819
C 1.84695 4.65686 1.22797
H -3.94098 0.54780 -2.72477
H -0.25409 -7.22119 1.00753
H 1.59788 2.60118 -4.32224
H 2.89283 0.65398 3.55463
H 2.13587 5.65751 0.93697
H -0.75599 3.38057 -2.61036
H 3.93662 -4.16883 2.95158
H -1.15168 1.95253 -8.19473
H -3.34142 -1.11204 -2.94248
H 1.69695 -3.30314 2.95895
H 0.78588 1.13515 4.35653
H 1.04044 2.29172 -2.68404
H 4.06471 -0.56850 3.12002
H -4.37868 -0.36981 -4.14727
H 3.89231 -1.53317 5.46529
H -4.04993 -5.69033 -0.25112
H -2.55578 -7.60402 0.20456
H -2.98065 1.87801 2.24302
H 0.61461 1.76491 -6.21923
H -2.37594 0.67805 -8.20368
H 0.09137 -1.73976 3.60495
H -1.83888 0.78887 1.45167
H 1.92532 1.05133 -3.57398
H 2.73066 -0.26463 5.87929
H -3.30216 0.08495 -6.09675
H 0.57772 -4.94002 1.32436
H -0.73355 0.47698 3.75578
H 4.63490 -2.71142 3.63202
H 2.37309 -2.92445 4.52705
H -3.22260 -3.37715 0.07986
H 4.05187 -2.71775 1.96535
H 4.37367 0.15342 5.43687
H -2.35446 6.05227 0.31143
H -3.47048 0.96545 0.82488
H -2.99050 4.14704 1.72433
H -1.22506 5.67769 -1.86309
H 0.92907 -1.15502 5.03960
H -0.66079 0.26617 -8.25628